Computed, not measured: a single C19H25NO5 molecule, with ωB97M-V with the def2-TZVPD basis set.

Last column: Löwdin charge in e.
CARTESIAN COORDINATES (ANGSTROEM)
C: -0.8565 -2.6075 1.5731  -0.1578
O: -3.0031 0.7542 -1.6451  0.0302
C: 0.9785 -3.3551 0.2146  -0.1410
C: -0.4849 -2.8978 0.1181  -0.3251
H: 3.2917 -0.1617 -0.1587  0.1222
H: -4.0779 2.3806 -2.1884  0.1368
C: 2.0450 1.3317 -1.0705  -0.0197
H: -0.8110 -4.6513 2.2413  0.1083
C: -1.9817 2.9043 -2.0846  -0.4717
H: -2.6228 -1.0481 -0.1536  0.1231
H: 0.1790 1.4021 2.3025  0.1202
C: -3.1184 1.9326 -2.4469  -0.0478
O: -1.5688 -0.1683 -3.0967  0.0909
C: -2.1917 -0.2173 -2.0617  -0.4854
H: 1.9550 -3.4578 2.1431  0.0846
N: -0.7800 2.4932 -2.5298  0.0908
O: -2.1706 3.9178 -1.4498  0.0711
C: 1.7847 0.5305 1.1828  -0.1417
C: -0.1948 -3.7549 2.3314  -0.1854
H: -2.6429 -2.2110 -1.4960  0.1364
O: 1.5587 -0.2152 3.3996  -0.0485
C: 2.2586 -0.3650 2.2646  -0.4686
H: -0.0743 -3.5379 3.3923  0.0971
C: 0.4595 3.0545 -2.0250  -0.1123
C: 0.6994 1.3870 1.3579  -0.0033
H: 1.6366 -2.4926 0.1049  0.0984
H: -3.0801 1.6680 -3.5084  0.1341
H: -1.0990 -3.7303 -0.2413  0.1466
H: -0.4241 -1.6527 1.8781  0.1094
C: 1.1477 -3.9658 1.6170  -0.1720
C: -0.6536 -1.7120 -0.8247  -0.1502
H: 1.4026 -5.0238 1.5683  0.1033
H: -0.7175 1.6029 -3.0103  0.1177
H: 2.5654 1.3074 -2.0167  0.1142
C: -2.1221 -1.3492 -1.0724  -0.0699
H: 1.3241 -0.7557 5.3257  0.0966
H: 3.0141 -0.8302 4.7357  0.1003
H: -0.1931 -1.9460 -1.7870  0.1266
H: 0.2317 4.0620 -1.6675  0.1290
C: 2.4541 0.5089 -0.0386  -0.0103
H: 1.1847 3.1066 -2.8398  0.1244
H: -0.5411 2.8752 0.4557  0.1176
C: 1.9674 -1.0232 4.4914  -0.0395
C: 0.9699 2.1944 -0.8958  -0.1927
C: 0.2994 2.2101 0.3245  -0.0104
H: -1.9325 -2.5707 1.7385  0.1127
H: -0.1344 -0.8447 -0.4098  0.1062
O: 3.1733 -1.1451 2.1533  0.1075
H: 1.2262 -4.0646 -0.5735  0.1125
H: 1.8555 -2.0810 4.2450  0.0842

Force components x, y, z for each atom (eV/Å):
-0.110 -0.310 -0.083
-0.261 0.140 0.308
-0.099 -0.095 -0.010
0.144 0.386 -0.036
0.067 -0.060 -0.005
0.209 -0.027 -0.028
-0.082 0.121 0.034
-0.044 -0.017 0.048
-0.425 -0.451 -0.362
-0.045 -0.059 -0.017
-0.040 0.017 0.071
0.035 0.322 -0.244
-0.037 -0.066 -0.103
0.057 -0.342 0.013
0.040 -0.041 0.037
0.481 -0.086 -0.310
-0.122 0.322 0.325
-0.039 0.162 -0.233
-0.006 0.087 0.081
-0.069 0.024 -0.015
-0.208 0.270 -0.246
0.195 -0.175 0.081
-0.038 -0.068 0.075
-0.091 0.105 0.093
0.096 -0.110 0.015
0.055 0.073 -0.066
-0.047 0.031 0.142
-0.042 -0.044 0.001
0.025 0.150 0.015
0.102 -0.100 0.049
-0.234 -0.317 -0.052
0.067 -0.014 0.038
-0.196 0.091 0.097
0.059 0.003 -0.110
0.309 0.095 -0.039
0.020 -0.006 -0.051
-0.097 -0.029 0.008
0.027 0.079 -0.003
0.120 -0.093 -0.111
-0.016 -0.130 0.282
-0.024 0.058 0.096
-0.108 0.092 0.016
0.247 -0.300 0.211
0.093 0.009 -0.015
0.015 0.013 -0.027
-0.069 0.108 0.042
0.094 0.040 0.000
-0.074 0.043 0.033
0.059 0.038 -0.090
0.005 0.059 0.042

Properties
HOMO-LUMO gap ... 9.8 eV
SMILES ... COC(=O)c1ccc(CNC(=O)COC(=O)CCC2CCCC2)cc1
Energy ... -1170.02689 Eh
Multiplicity ... 1
HOMO level ... -9.470 eV
Energy above the lowest of the compared OMol25 structures with the same formula, charge and spin ... 36.7 kJ/mol
LUMO energy ... 0.35 eV